Entry 1:
{
  "formula": "C5H32NO13",
  "method": "ωB97M-V/def2-TZVPD",
  "symbols": ["O", "C", "C", "C", "C", "N", "C", "O", "H", "H", "H", "H", "H", "H", "H", "H", "H", "H", "H", "H", "O", "H", "H", "O", "H", "H", "O", "H", "H", "O", "H", "H", "O", "H", "H", "O", "H", "H", "O", "H", "H", "O", "H", "H", "O", "H", "H", "O", "H", "H", "O"],
  "coordinates": [[-1.0576, -0.9770, -2.4197], [-0.8419, -1.1542, -1.3022], [0.3188, -0.3533, -0.7120], [1.4735, -1.2893, -0.4285], [2.6953, -1.0968, -1.2728], [-0.0006, 0.3648, 0.5155], [0.2957, 1.7166, 0.4586], [-0.6130, 2.5621, -0.2690], [-1.3095, -1.7778, -0.5683], [0.6228, 0.4384, -1.5661], [1.8704, -1.1873, 0.6442], [0.9298, -2.3665, -0.7769], [2.6339, -1.1918, -2.3560], [3.1835, -0.2157, -0.8923], [3.4328, -1.9744, -1.0019], [-0.8674, 0.0512, 0.8171], [0.3050, 2.1862, 1.4762], [1.2234, 1.9190, -0.1852], [0.2784, 2.0684, -3.4810], [-0.0213, 2.4884, -2.1385], [0.5851, 2.6391, -2.7520], [-1.2393, -2.0404, 1.7881], [-0.0563, -2.2990, 2.6565], [-0.7437, -2.8045, 2.3324], [2.5057, 0.3330, 1.1067], [3.1693, 1.5471, 0.1840], [3.3133, 0.9706, 1.0074], [-1.7457, 1.1794, -2.7582], [-3.0133, 1.6601, -3.5408], [-2.0300, 1.3983, -3.6845], [-2.6283, 0.6147, 1.4122], [-2.8117, -1.3112, 2.2960], [-2.2887, -0.8888, 1.5377], [1.0289, -0.0106, 2.3506], [1.3785, -1.2515, 3.4352], [1.4625, -0.9002, 2.5833], [-1.4709, 2.3975, 0.1209], [-2.9440, 2.1404, 1.8552], [-2.7835, 1.5488, 1.0116], [-0.5566, -3.7153, 0.5615], [0.9016, -4.3435, 0.2887], [-0.0273, -4.4355, 0.1761], [2.6980, 3.0687, -2.2855], [2.9405, 1.5499, -2.1837], [3.1858, 2.3956, -1.7990], [-1.2138, -1.1116, 4.1008], [-1.1813, -0.2885, 2.8676], [-0.8298, -0.2821, 3.7613], [-3.8196, 1.2145, -0.5054], [-2.8407, 0.0884, -1.1079], [-3.4967, 0.7258, -1.3580]],
  "mulliken_charge": [-0.45, -0.89, 1.13, 0.21, -1.68, 1.33, -0.58, -0.57, 0.57, -0.35, 0.54, 0.08, 0.31, 0.44, 0.30, -0.58, 0.09, 0.39, 0.32, 0.23, -0.60, 0.43, 0.39, -0.81, 0.13, 0.29, -0.79, 0.47, 0.29, -0.69, 0.22, 0.18, -1.03, 0.24, 0.39, -0.77, 0.46, 0.28, -0.82, 0.35, 0.31, -0.69, 0.33, 0.30, -0.66, 0.36, 0.41, -0.74, 0.38, 0.27, -0.70],
  "lumo_ev": 2.7,
  "max_force_ha_per_bohr": 0.131,
  "total_energy_ev": -33811.0930,
  "relative_energy_kj_mol": 651.2,
  "charge": -1
}


Entry 2:
{
  "formula": "C23H27N5O2S",
  "method": "ωB97M-V/def2-TZVPD",
  "symbols": ["C", "C", "O", "C", "C", "C", "C", "C", "C", "H", "H", "H", "N", "C", "O", "C", "H", "H", "S", "C", "N", "N", "C", "N", "C", "C", "C", "C", "C", "C", "C", "H", "H", "H", "H", "H", "H", "H", "C", "N", "C", "H", "H", "H", "C", "H", "H", "H", "C", "H", "H", "H", "H", "H", "H", "H", "H", "H"],
  "coordinates": [[2.1272, 1.2251, -4.3539], [1.2134, 0.6570, -5.3658], [1.0584, 1.0830, -6.4390], [0.5206, -0.6155, -5.1418], [0.4735, -1.0055, -3.9491], [-0.0376, -2.3667, -3.7149], [-0.5995, -3.0257, -4.7604], [-0.9365, -2.4927, -5.9827], [-0.2486, -1.3292, -6.2651], [-0.1552, -0.8282, -7.1616], [-1.4003, -3.2142, -6.7499], [-1.4501, -4.0629, -4.5673], [-0.1012, -2.6833, -2.3790], [-0.7638, -3.9785, -1.7227], [-1.6463, -4.5903, -2.3557], [-0.3372, -4.0341, -0.3224], [0.6882, -3.7154, -0.0360], [-0.7146, -4.9615, 0.0569], [-1.5254, -2.8443, 0.8303], [-0.3941, -1.4377, 0.4640], [0.5049, -1.2041, -0.3428], [1.0835, -0.1056, -0.3078], [0.1472, 0.5859, 0.5554], [-0.6747, -0.2648, 0.9858], [-2.1915, 0.0546, 1.9048], [-1.4796, 0.1777, 3.4367], [-1.8925, 1.3137, 4.1802], [-1.6497, 1.0553, 5.5971], [-0.5270, 0.2284, 5.9483], [-0.0743, -0.7001, 5.2025], [-0.6435, -0.8444, 3.8682], [-0.2718, -1.4753, 3.1340], [0.5546, -1.4861, 5.5764], [-0.3064, 0.4044, 6.9932], [-1.9234, 1.9918, 6.1459], [-2.7051, 1.6860, 3.9272], [-2.8142, -0.6063, 1.7781], [-2.1152, 0.9796, 1.6859], [0.1843, 2.1160, 0.8424], [0.3305, 2.1311, 2.2281], [0.1252, 3.6692, 2.8683], [0.9241, 4.2051, 2.4569], [-0.9467, 3.9540, 2.2637], [-0.0590, 3.6890, 3.7916], [1.4468, 1.7724, 2.7535], [1.7707, 0.9659, 2.5566], [1.4683, 1.8139, 3.9931], [2.4444, 2.6721, 2.7827], [1.1534, 2.8023, 0.0525], [1.0806, 2.6597, -1.1351], [2.1742, 2.3319, 0.2198], [1.2973, 3.8787, 0.3173], [-0.9168, 2.6260, 0.7380], [0.5957, -2.2338, -1.6394], [1.1948, -0.6888, -2.9773], [2.9921, 0.4104, -4.0019], [2.4634, 2.2284, -4.8402], [1.4845, 1.4267, -3.6236]],
  "mulliken_charge": [-0.81, 0.65, -0.56, 0.50, 0.02, 0.29, -0.08, -0.51, -0.79, 0.56, 0.29, 0.04, -0.11, 0.57, -0.58, -1.03, 0.44, 0.46, -0.08, 0.40, 0.03, -1.21, 0.25, -0.16, -2.27, 1.26, -1.13, -0.62, -0.47, -0.74, -0.13, 0.54, 0.47, 0.39, 0.33, 0.88, 1.23, 0.60, 0.19, 0.80, -1.29, 0.53, 0.22, 0.51, -1.61, 0.70, 0.23, 0.18, -1.34, 0.13, 0.32, 0.29, 0.39, 0.37, -0.17, 0.28, 0.30, 0.05],
  "lumo_ev": -0.4,
  "max_force_ha_per_bohr": 0.292,
  "total_energy_ev": -46652.4718,
  "relative_energy_kj_mol": 1933.7,
  "charge": 0
}


Entry 3:
{
  "formula": "C44H53BCaN3O2P4",
  "method": "ωB97M-V/def2-TZVPD",
  "symbols": ["Ca", "O", "P", "C", "P", "O", "C", "C", "C", "C", "C", "C", "C", "C", "C", "C", "C", "C", "C", "C", "C", "C", "C", "C", "C", "C", "C", "C", "C", "C", "H", "H", "H", "H", "H", "H", "H", "H", "H", "H", "H", "H", "H", "H", "H", "H", "H", "H", "H", "H", "H", "H", "C", "P", "C", "N", "C", "C", "C", "C", "C", "C", "N", "C", "P", "C", "C", "C", "C", "C", "C", "C", "C", "C", "H", "H", "H", "H", "H", "H", "H", "H", "H", "H", "H", "H", "H", "H", "H", "H", "H", "H", "H", "H", "H", "H", "H", "H", "H", "H", "H", "H", "B", "C", "N", "H", "H", "H"],
  "coordinates": [[-0.2512, 0.3656, 0.2247], [-1.3032, 0.4480, 2.2127], [-0.8896, 0.1590, 3.6277], [0.4533, -1.0636, 3.6918], [1.9149, -0.7891, 2.6476], [1.5140, -0.6616, 1.2047], [2.9831, -2.2002, 2.9421], [4.3321, -2.0480, 2.6202], [5.2002, -3.1203, 2.7440], [4.7277, -4.3461, 3.1925], [3.3876, -4.5025, 3.5151], [2.5151, -3.4335, 3.3879], [2.7548, 0.6747, 3.2352], [2.8577, 1.7863, 2.4047], [3.4703, 2.9418, 2.8686], [3.9803, 2.9795, 4.1574], [3.8885, 1.8667, 4.9867], [3.2776, 0.7145, 4.5278], [-2.2372, -0.6060, 4.5301], [-2.0474, -1.5089, 5.5740], [-3.1425, -2.0422, 6.2354], [-4.4262, -1.6737, 5.8586], [-4.6186, -0.7724, 4.8207], [-3.5281, -0.2354, 4.1568], [-0.3697, 1.6603, 4.4522], [-0.3175, 2.8427, 3.7226], [0.0578, 4.0203, 4.3537], [0.3676, 4.0151, 5.7045], [0.3073, 2.8342, 6.4375], [-0.0635, 1.6574, 5.8138], [0.0054, -2.0122, 3.3765], [0.7893, -1.1888, 4.7257], [4.7053, -1.0888, 2.2811], [6.2454, -2.9975, 2.4960], [5.4074, -5.1814, 3.2940], [3.0221, -5.4571, 3.8682], [1.4729, -3.5735, 3.6451], [2.4692, 1.7652, 1.3943], [3.5296, 3.8031, 2.2163], [4.4558, 3.8812, 4.5203], [4.2977, 1.8988, 5.9875], [3.2232, -0.1582, 5.1704], [-1.0525, -1.8090, 5.8788], [-2.9942, -2.7456, 7.0433], [-5.2801, -2.0909, 6.3751], [-5.6201, -0.4871, 4.5284], [-3.6735, 0.4619, 3.3410], [-0.5625, 2.8454, 2.6685], [0.1124, 4.9359, 3.7797], [0.6554, 4.9360, 6.1942], [0.5415, 2.8364, 7.4935], [-0.1303, 0.7426, 6.3938], [-0.5309, -3.9602, -0.0050], [-1.2573, -2.3995, -0.6050], [-1.2025, -2.6495, -2.4289], [-1.3106, -3.8844, -2.8529], [-1.4134, -4.0980, -4.1870], [-1.5188, -5.4165, -4.6846], [-1.6824, -5.6169, -6.0240], [-1.7486, -4.5224, -6.9191], [-1.6404, -3.2407, -6.4653], [-1.4582, -3.0059, -5.0837], [-1.2899, -1.7398, -4.6324], [-1.1308, -1.5523, -3.3452], [-0.6804, 0.1561, -2.8122], [-1.7984, 1.1625, -3.8369], [1.0207, 0.3747, -3.5349], [1.1167, 0.1323, -5.0398], [1.4424, 1.8159, -3.2181], [1.9415, -0.5993, -2.7923], [-3.0850, -2.5269, -0.2458], [-3.7942, -3.6729, -0.9631], [-3.7047, -1.1886, -0.6621], [-3.2256, -2.6908, 1.2724], [-1.0196, -4.8362, -0.4278], [-0.5952, -3.9877, 1.0828], [0.5231, -3.9781, -0.2838], [-1.4750, -6.2344, -3.9782], [-1.7671, -6.6212, -6.4162], [-1.8832, -4.7146, -7.9748], [-1.6770, -2.3869, -7.1282], [-1.7798, 0.8485, -4.8792], [-1.5091, 2.2102, -3.7579], [-2.8155, 1.0648, -3.4566], [0.4384, 0.7779, -5.5979], [0.8947, -0.9014, -5.3021], [2.1329, 0.3574, -5.3713], [0.8296, 2.5463, -3.7477], [2.4758, 1.9650, -3.5368], [1.3846, 2.0430, -2.1511], [1.6616, -1.6413, -2.9666], [1.9490, -0.4227, -1.7107], [2.9676, -0.4704, -3.1428], [-3.8376, -3.5086, -2.0398], [-4.8202, -3.7482, -0.5953], [-3.3029, -4.6307, -0.7900], [-3.5423, -0.9767, -1.7225], [-3.3015, -0.3606, -0.0706], [-4.7840, -1.2124, -0.4952], [-2.9040, -3.6783, 1.6048], [-4.2747, -2.5723, 1.5529], [-2.6549, -1.9293, 1.8132], [1.6286, 4.8723, 0.1833], [0.6624, 3.6303, 0.1722], [0.0076, 2.6721, 0.1624], [2.7446, 4.3964, 0.1957], [1.4211, 5.4901, -0.8297], [1.3874, 5.5068, 1.1832]],
  "mulliken_charge": [2.58, -1.40, 1.02, -1.50, 0.88, 0.08, 0.63, -0.76, -0.72, -0.49, -0.75, -0.42, 0.42, -0.21, -0.64, -0.64, -0.78, -0.54, 0.86, -0.39, -0.79, -0.53, -0.75, -0.66, 0.83, -0.12, -0.66, -0.55, -0.73, -0.69, 0.57, 0.75, 0.41, 0.43, 0.41, 0.43, 0.33, 0.35, 0.40, 0.44, 0.45, 0.41, 0.33, 0.43, 0.42, 0.45, 0.44, 0.23, 0.45, 0.44, 0.44, 0.38, -1.81, 1.39, 0.21, -0.42, 0.22, -0.62, -0.53, -0.60, -0.52, 0.22, -0.34, -0.01, 0.70, -1.70, 1.92, -1.80, -1.93, -1.76, 2.19, -1.87, -1.62, -2.58, 0.45, 0.37, 0.46, 0.47, 0.41, 0.41, 0.47, 0.42, 0.45, 0.43, 0.37, 0.35, 0.50, 0.35, 0.49, 0.31, 0.31, 0.31, 0.50, 0.36, 0.51, 0.34, 0.31, 0.15, 0.50, 0.35, 0.57, 0.69, 0.36, -0.19, -0.99, -0.17, -0.16, -0.20],
  "lumo_ev": -2.8,
  "max_force_ha_per_bohr": 0.009,
  "total_energy_ev": -111326.3438,
  "relative_energy_kj_mol": 24.1,
  "charge": 1
}


Entry 4:
{
  "formula": "C4H8BrO2PdS",
  "method": "ωB97M-V/def2-TZVPD",
  "symbols": ["Pd", "Br", "C", "C", "C", "S", "O", "O", "C", "H", "H", "H", "H", "H", "H", "H", "H"],
  "coordinates": [[0.5733, -0.9568, -3.9928], [-1.1365, -0.1386, -2.7377], [1.1832, 0.0869, -0.2154], [0.0174, 0.9982, -0.4640], [-1.2698, 0.3145, 0.1513], [-0.6893, -0.5747, 1.5702], [-0.9809, -1.9939, 1.3475], [-1.2191, 0.1216, 2.7321], [1.1183, -0.3527, 1.2657], [2.0858, 0.5056, -0.6605], [0.8962, -0.7193, -0.8906], [0.0288, 1.2012, -1.5349], [0.2692, 1.9573, -0.0114], [-1.5567, -0.4902, -0.5256], [-2.2351, 0.8055, 0.2748], [1.6125, -1.2155, 1.7123], [1.3026, 0.4508, 1.9788]],
  "mulliken_spin": [0.98, 0.89, 0.00, 0.08, 0.01, 0.00, 0.00, 0.00, 0.01, 0.00, 0.00, 0.03, 0.01, -0.01, 0.00, 0.00, 0.00],
  "lumo_ev": [-6.0, -8.9],
  "max_force_ha_per_bohr": 0.045,
  "total_energy_ev": -92718.1857,
  "relative_energy_kj_mol": 49.5,
  "multiplicity": 3,
  "charge": 1
}


Entry 5:
{
  "formula": "C14H16O",
  "method": "ωB97M-V/def2-TZVPD",
  "symbols": ["C", "C", "C", "C", "C", "C", "C", "H", "H", "H", "H", "H", "H", "H", "H", "C", "C", "C", "C", "C", "C", "C", "O", "H", "H", "H", "H", "H", "H", "H", "H"],
  "coordinates": [[0.9738, -1.9037, -2.2347], [0.0285, -4.1593, 0.6895], [-0.0728, -3.3262, -0.4276], [1.2480, -4.3396, 1.3004], [1.0460, -2.7769, -1.0133], [2.3966, -3.8223, 0.7000], [2.2946, -3.0448, -0.4396], [-0.8286, -4.7435, 1.0018], [-1.0703, -3.2204, -0.8281], [1.2633, -4.8965, 2.2333], [3.3669, -4.1024, 1.0885], [1.3630, -0.8984, -2.0358], [-0.0583, -1.7239, -2.5336], [3.2262, -2.8424, -0.9515], [1.5346, -2.2826, -3.0979], [-1.5701, 1.7352, 2.4722], [-0.5043, 2.4874, -1.0842], [-0.6098, 3.8847, -1.1398], [-0.8424, 1.8194, 0.0654], [-1.2386, 2.5051, 1.2236], [-1.0829, 4.5673, -0.0541], [-1.4875, 3.8503, 1.0922], [-0.2557, 4.4788, -2.3315], [-0.3671, 1.9530, -2.0163], [-0.7757, 0.7461, 0.1620], [-1.1609, 5.6511, 0.0181], [0.0709, 5.3733, -2.1299], [-2.0549, 2.3831, 3.2021], [-0.6718, 1.3297, 2.9610], [-1.9622, 4.4496, 1.8548], [-2.1982, 0.8689, 2.2529]],
  "mulliken_charge": [-1.44, -0.51, -0.36, -0.40, 0.77, -0.45, -0.35, 0.36, 0.32, 0.36, 0.35, 0.29, 0.35, 0.34, 0.38, -1.35, -0.26, 0.61, -0.65, 0.55, -0.53, -0.55, -0.55, 0.37, 0.50, 0.27, 0.31, 0.35, 0.30, 0.30, 0.34],
  "lumo_ev": 0.9,
  "max_force_ha_per_bohr": 0.023,
  "total_energy_ev": -16824.6965,
  "relative_energy_kj_mol": 52.0,
  "charge": 0
}


What did the fifth record say?
{
  "formula": "C14H16O",
  "method": "ωB97M-V/def2-TZVPD",
  "symbols": ["C", "C", "C", "C", "C", "C", "C", "H", "H", "H", "H", "H", "H", "H", "H", "C", "C", "C", "C", "C", "C", "C", "O", "H", "H", "H", "H", "H", "H", "H", "H"],
  "coordinates": [[0.9738, -1.9037, -2.2347], [0.0285, -4.1593, 0.6895], [-0.0728, -3.3262, -0.4276], [1.2480, -4.3396, 1.3004], [1.0460, -2.7769, -1.0133], [2.3966, -3.8223, 0.7000], [2.2946, -3.0448, -0.4396], [-0.8286, -4.7435, 1.0018], [-1.0703, -3.2204, -0.8281], [1.2633, -4.8965, 2.2333], [3.3669, -4.1024, 1.0885], [1.3630, -0.8984, -2.0358], [-0.0583, -1.7239, -2.5336], [3.2262, -2.8424, -0.9515], [1.5346, -2.2826, -3.0979], [-1.5701, 1.7352, 2.4722], [-0.5043, 2.4874, -1.0842], [-0.6098, 3.8847, -1.1398], [-0.8424, 1.8194, 0.0654], [-1.2386, 2.5051, 1.2236], [-1.0829, 4.5673, -0.0541], [-1.4875, 3.8503, 1.0922], [-0.2557, 4.4788, -2.3315], [-0.3671, 1.9530, -2.0163], [-0.7757, 0.7461, 0.1620], [-1.1609, 5.6511, 0.0181], [0.0709, 5.3733, -2.1299], [-2.0549, 2.3831, 3.2021], [-0.6718, 1.3297, 2.9610], [-1.9622, 4.4496, 1.8548], [-2.1982, 0.8689, 2.2529]],
  "mulliken_charge": [-1.44, -0.51, -0.36, -0.40, 0.77, -0.45, -0.35, 0.36, 0.32, 0.36, 0.35, 0.29, 0.35, 0.34, 0.38, -1.35, -0.26, 0.61, -0.65, 0.55, -0.53, -0.55, -0.55, 0.37, 0.50, 0.27, 0.31, 0.35, 0.30, 0.30, 0.34],
  "lumo_ev": 0.9,
  "max_force_ha_per_bohr": 0.023,
  "total_energy_ev": -16824.6965,
  "relative_energy_kj_mol": 52.0,
  "charge": 0
}